18
Properties=species:S:1:pos:R:3:forces:R:3:mulliken_charge:R:1 method="wB97M-V/def2-TZVPD" e_above_lowest_ev=9.235 orbital_gap_ha="0.2617 / 0.2616"
C 0.32171 -2.03551 -0.36832 -0.84 0.31 -1.14 -0.359
C 0.35436 -0.76834 -0.07781 -2.29 -0.73 -0.85 -0.023
C -1.89028 -0.58832 -1.14205 4.70 -2.68 0.36 0.232
C 2.36070 0.57165 0.22567 0.64 -0.94 -1.31 -0.879
C 0.12799 1.25981 1.15832 0.52 -2.92 0.01 -1.222
N -2.03470 -1.81310 -1.37066 -2.42 2.66 -0.41 -0.411
N 0.98772 0.20045 0.50206 -1.08 1.42 0.59 0.084
N -2.56655 0.56848 -0.83852 -2.28 -0.73 1.60 0.925
O -2.61598 1.55051 -1.52799 0.46 0.52 -1.05 -0.584
O -3.06679 0.48887 0.29499 0.14 0.36 0.02 -0.518
S -0.92252 -2.96989 -1.22253 0.85 0.61 0.25 0.099
H 1.05745 -2.70398 -0.09769 1.63 -1.30 1.11 0.406
H 3.07993 0.20462 0.97354 -0.42 -0.15 0.01 0.276
H 2.65190 0.08009 -0.77372 -0.26 1.25 1.35 0.315
H 2.40487 1.65771 0.27975 0.29 0.01 -0.66 0.383
H -0.31205 1.87928 0.42917 0.05 1.25 -0.84 0.357
H -0.70334 0.77874 1.65379 -0.17 -0.34 0.16 0.411
H 0.76558 1.63894 1.90202 0.48 1.39 0.79 0.511